DFT (wB97M-V/def2-TZVPD) results for a molecular structure, C23H33Cl2MgN4O4 at a distorted geometry.

The geometry in ORCA input format:
```
! wB97M-V def2-TZVPD RIJCOSX def2/J DEFGRID3
* xyz -1 1
O 1.136 -3.442 0.932
C 1.806 -4.429 0.604
C 1.683 -5.758 1.314
C 0.515 -5.978 2.058
H -0.354 -5.339 1.903
C 0.481 -6.999 3.004
H -0.404 -7.126 3.626
C 1.585 -7.840 3.190
H 1.580 -8.606 3.976
C 2.692 -7.716 2.329
H 3.538 -8.405 2.428
C 2.737 -6.689 1.370
H 3.569 -6.576 0.662
H 2.611 -4.446 -0.164
C 3.070 0.144 2.119
C 2.676 1.067 1.082
H 4.024 0.489 2.567
H 3.160 -0.870 1.698
H 2.262 0.097 2.878
C 2.887 2.283 0.647
C 3.776 3.324 1.340
H 2.345 2.697 -0.225
H 4.351 2.824 2.125
H 3.169 4.122 1.799
H 4.468 3.775 0.623
Mg 0.149 0.515 0.248
Cl -0.720 0.158 2.390
Cl 1.360 -1.318 -0.558
C -0.492 3.181 1.364
O -0.432 2.457 0.335
N -0.986 4.423 1.384
C -1.461 5.092 0.172
C -1.096 5.207 2.614
H -0.129 2.790 2.332
H -1.333 4.420 -0.680
H -0.889 6.025 0.025
H -2.523 5.361 0.301
H -0.784 4.589 3.463
H -2.141 5.539 2.761
H -0.460 6.108 2.566
H 1.186 2.730 -4.772
H 0.739 0.457 -5.798
C 1.788 2.248 -3.990
C 1.344 0.016 -4.991
N 1.329 0.878 -3.819
H 1.698 2.800 -3.050
C 0.837 0.442 -2.664
O 0.741 1.159 -1.631
H 0.923 -0.954 -4.701
H 0.523 -0.613 -2.681
H 2.835 2.235 -4.324
H 2.375 -0.128 -5.349
N -6.565 1.456 -0.615
C -5.271 1.575 -0.223
O -4.891 2.490 0.507
C -4.307 0.556 -0.719
C -4.543 -0.425 -1.693
C -3.508 -1.271 -2.088
C -2.220 -1.101 -1.533
N -2.000 -0.142 -0.638
C -3.000 0.615 -0.191
H -7.207 2.159 -0.288
H -6.922 0.711 -1.184
H -5.529 -0.536 -2.140
H -3.646 -2.052 -2.825
H -1.391 -1.750 -1.824
H -2.746 1.293 0.626
*
```

strongest force on any atom: 4.21 eV/A
highest occupied orbital energy: -0.024 Eh
Kohn-Sham gap: 2.86 eV
energy above the lowest of the compared OMol25 structures with the same formula, charge and spin: 0.0 kcal per mole

Here are the natural (NBO) charges for atoms 1 to 5, given in e: atom 1 (O): -0.43, atom 2 (C): 0.39, atom 3 (C): -0.13, atom 4 (C): -0.17, atom 5 (H): 0.24

---

DFT (wB97M-V/def2-TZVPD) results for 9 unconnected molecules or ions with the total composition C11H37F3N14O10 at a distorted geometry.

The geometry in ORCA input format:
```
! wB97M-V def2-TZVPD RIJCOSX def2/J DEFGRID3
* xyz 0 1
O 0.492 -0.264 0.247
H 0.251 0.422 0.874
H -0.306 -0.675 -0.093
H 1.098 0.070 -0.418
C -2.770 -3.938 -1.473
O -1.429 -4.272 -1.124
O -2.722 -2.487 -1.512
C -3.195 -4.776 -2.831
F -3.866 -4.034 -3.739
F -2.107 -5.083 -3.482
F -3.777 -5.937 -2.410
C -1.303 -5.137 0.056
C 0.190 -5.082 0.640
H 0.780 -5.354 -0.236
H 0.397 -4.129 1.126
H 0.327 -5.787 1.460
H -1.470 -6.104 -0.420
H -1.992 -5.070 0.898
H -3.481 -4.218 -0.696
C 4.360 1.131 3.785
O 3.128 1.455 3.707
N 5.382 1.692 3.268
N 4.733 0.255 4.662
H 6.325 1.360 3.411
H 5.152 2.461 2.655
H 3.976 -0.364 4.917
H 5.574 -0.275 4.483
C 4.037 3.911 -1.698
O 3.790 2.744 -1.704
N 5.183 4.377 -1.963
N 3.368 4.772 -1.057
H 6.022 3.863 -2.195
H 5.513 5.318 -1.803
H 2.405 4.484 -0.958
H 3.918 5.599 -0.871
C -4.129 -0.501 4.887
O -3.056 -0.615 4.362
N -4.900 0.577 4.825
N -4.582 -1.501 5.565
H -4.469 1.339 4.321
H -5.733 0.650 5.391
H -3.744 -2.055 5.674
H -5.224 -1.351 6.330
C -0.883 4.041 7.110
O -1.438 4.918 7.751
N -0.883 4.034 5.734
N -0.221 3.040 7.581
H -0.261 3.340 5.346
H -1.478 4.646 5.194
H -0.083 2.922 8.574
H 0.275 2.443 6.934
C 3.725 -3.142 -3.780
O 4.103 -3.112 -2.601
N 2.493 -3.445 -4.207
N 4.528 -2.977 -4.802
H 2.236 -3.371 -5.181
H 1.809 -3.542 -3.470
H 4.060 -3.001 -5.697
H 5.520 -3.135 -4.701
C -3.041 4.353 -0.623
O -2.018 3.896 -0.151
N -3.465 5.571 -0.462
N -3.909 3.585 -1.123
H -4.354 5.883 -0.826
H -2.746 6.194 -0.124
H -4.713 4.003 -1.570
H -3.614 2.648 -1.356
C -0.715 -0.524 -7.798
O -0.191 0.246 -8.495
N -0.875 -0.405 -6.604
N -1.318 -1.597 -8.281
H -0.390 0.227 -5.984
H -1.517 -1.098 -6.245
H -0.916 -1.798 -9.185
H -1.862 -2.311 -7.817
*
```

strongest force on any atom: 11.65 eV/A
highest occupied orbital energy: -0.219 Eh
Kohn-Sham gap: 4.83 eV
energy above the lowest of the compared OMol25 structures with the same formula, charge and spin: 255.5 kcal per mole

Here are the Mulliken charges for atoms 1 to 5, given in e: atom 1 (O): -0.38, atom 2 (H): 0.44, atom 3 (H): 0.43, atom 4 (H): 0.44, atom 5 (C): -0.25

---

DFT (wB97M-V/def2-TZVPD) results for a molecular structure, C4H7NO at a distorted geometry.

The geometry in ORCA input format:
```
! wB97M-V def2-TZVPD RIJCOSX def2/J DEFGRID3
* xyz 0 1
O -0.656 -1.905 -0.757
C 0.098 -0.724 -0.713
C -0.664 0.607 -0.714
C -0.081 1.123 0.613
N -0.085 0.040 1.496
C 0.880 -0.477 0.608
H -1.239 -1.918 0.015
H 0.817 -0.790 -1.527
H -1.756 0.516 -0.722
H -0.363 1.267 -1.526
H 1.119 1.530 0.423
H 0.187 0.192 2.452
H 1.742 0.540 0.351
*
```

strongest force on any atom: 3.40 eV/A
highest occupied orbital energy: -0.320 Eh
Kohn-Sham gap: 9.17 eV
energy above the lowest of the compared OMol25 structures with the same formula, charge and spin: 147.4 kcal per mole

Here are the natural (NBO) charges for atoms 1 to 5, given in e: atom 1 (O): -0.70, atom 2 (C): 0.04, atom 3 (C): -0.49, atom 4 (C): 0.02, atom 5 (N): -0.65

---

DFT (wB97M-V/def2-TZVPD) results for C5H8O in the gas phase.

The geometry in ORCA input format:
```
! wB97M-V def2-TZVPD RIJCOSX def2/J DEFGRID3
* xyz 0 1
C -0.160 2.258 -0.330
C 0.703 1.316 0.475
C 0.393 0.048 0.581
C -0.120 -1.153 0.444
C 0.175 -2.041 -0.726
O -0.990 -1.731 1.333
H -1.204 1.935 -0.296
H 0.156 2.243 -1.379
H -0.098 3.290 0.026
H 1.617 1.713 0.920
H 0.516 -3.026 -0.395
H 0.938 -1.588 -1.361
H -0.738 -2.181 -1.315
H -1.186 -1.082 2.023
*
```

strongest force on any atom: 0.41 eV/A
SMILES string: CC=C=C(C)O
highest occupied orbital energy: -0.314 Eh
Kohn-Sham gap: 9.42 eV
energy above the lowest of the compared OMol25 structures with the same formula, charge and spin: 42.3 kcal per mole

Here are the natural (NBO) charges for atoms 1 to 5, given in e: atom 1 (C): -0.64, atom 2 (C): -0.22, atom 3 (C): -0.09, atom 4 (C): 0.26, atom 5 (C): -0.64

---

DFT (wB97M-V/def2-TZVPD) results for CH3ClN4 in the gas phase at a distorted geometry.

The geometry in ORCA input format:
```
! wB97M-V def2-TZVPD RIJCOSX def2/J DEFGRID3
* xyz 0 1
C 0.066 -1.418 0.729
N -0.483 0.163 -0.869
N 0.221 1.448 -0.349
N -0.718 -0.958 -0.156
N 0.491 1.665 0.764
Cl 1.645 -0.707 1.314
H -0.419 -2.359 1.197
H -1.216 0.224 -1.522
H 0.412 1.942 -1.109
*
```

strongest force on any atom: 5.84 eV/A
highest occupied orbital energy: -0.324 Eh
Kohn-Sham gap: 9.79 eV
energy above the lowest of the compared OMol25 structures with the same formula, charge and spin: 47.1 kcal per mole

Here are the natural (NBO) charges for atoms 1 to 5, given in e: atom 1 (C): 0.02, atom 2 (N): -0.43, atom 3 (N): -0.08, atom 4 (N): -0.26, atom 5 (N): -0.15